{
  "formula": "C46H53BCdClN3O2PSi2",
  "method": "ωB97M-V/def2-TZVPD",
  "energy_ha": -3672.747136,
  "mol_weight_g_mol": 925.772,
  "e_lumo_ha": 0.0855,
  "total_charge": -1,
  "e_above_lowest_kcal_mol": 4.0,
  "e_homo_ev": -5.1,
  "elements": ["Cd", "C", "Si", "C", "C", "C", "C", "C", "C", "C", "C", "N", "Si", "C", "C", "C", "H", "H", "H", "H", "H", "H", "H", "H", "H", "H", "H", "H", "H", "H", "H", "H", "H", "H", "H", "H", "H", "H", "Cl", "C", "C", "C", "C", "C", "C", "P", "C", "C", "C", "C", "C", "C", "C", "C", "C", "C", "C", "C", "H", "H", "H", "H", "H", "H", "H", "H", "H", "H", "H", "H", "H", "H", "C", "C", "C", "C", "C", "C", "N", "C", "C", "C", "C", "C", "C", "C", "O", "O", "C", "C", "H", "H", "H", "H", "H", "H", "H", "H", "H", "H", "H", "H", "H", "H", "B", "C", "N", "H", "H", "H"],
  "coordinates": [[-0.2776, 1.1569, 0.2438], [2.7072, -0.1318, -0.6186], [1.2043, -1.1637, -1.1963], [1.1100, -0.6766, -3.0631], [1.7063, -3.0190, -1.2185], [-0.5291, -0.8764, -0.4545], [-1.4533, -1.0367, -1.5817], [-1.6718, -2.3266, -2.1007], [-2.3844, -2.4915, -3.2586], [-2.9052, -1.3591, -3.8813], [-2.6820, -0.1348, -3.2893], [-1.9878, 0.0367, -2.1680], [-1.2316, -1.7353, 1.1037], [-3.0365, -2.2026, 0.5395], [-0.6806, -3.3947, 1.9086], [-1.7609, -0.5790, 2.5510], [3.4842, -0.1248, -1.3769], [3.1436, -0.5350, 0.2817], [2.4341, 0.9003, -0.4116], [2.0980, -0.6323, -3.5133], [0.6451, 0.2965, -3.2002], [0.5264, -1.3983, -3.6264], [2.7772, -3.1545, -1.3298], [1.2241, -3.5374, -2.0408], [1.3984, -3.5010, -0.2998], [-1.2242, -3.1581, -1.5841], [-2.5199, -3.4708, -3.6961], [-3.4743, -1.4304, -4.7954], [-3.0545, 0.7691, -3.7596], [-3.0636, -3.0975, -0.0722], [-3.4894, -1.4053, -0.0413], [-3.6760, -2.3780, 1.3993], [0.1095, -3.9064, 1.3724], [-1.5297, -4.0677, 1.9792], [-0.3181, -3.1917, 2.9096], [-2.4836, 0.1620, 2.2054], [-0.9263, -0.0582, 3.0057], [-2.2463, -1.1640, 3.3284], [-1.4313, 2.9281, 2.1244], [-2.5883, 4.0359, 1.4734], [-2.7648, 5.2701, 2.0866], [-3.6764, 6.1727, 1.5738], [-4.4404, 5.8306, 0.4719], [-4.2636, 4.6020, -0.1341], [-3.3309, 3.6848, 0.3442], [-2.9615, 2.0845, -0.5511], [-3.1349, 2.8515, -2.2082], [-1.9684, 3.4346, -2.6941], [-1.9703, 4.1094, -3.9008], [-3.1394, 4.2014, -4.6388], [-4.3057, 3.6238, -4.1641], [-4.3080, 2.9606, -2.9477], [-4.5611, 1.2567, -0.2336], [-5.1515, 0.4015, -1.1607], [-6.3111, -0.2847, -0.8480], [-6.8817, -0.1528, 0.4059], [-6.2789, 0.6627, 1.3493], [-5.1276, 1.3590, 1.0358], [-2.1766, 5.5283, 2.9511], [-3.7869, 7.1430, 2.0327], [-5.1620, 6.5262, 0.0708], [-4.8590, 4.3556, -1.0007], [-1.0599, 3.3469, -2.1134], [-1.0628, 4.5627, -4.2724], [-3.1429, 4.7209, -5.5871], [-5.2178, 3.6953, -4.7432], [-5.2220, 2.5151, -2.5813], [-4.6925, 0.2685, -2.1281], [-6.7719, -0.9310, -1.5823], [-7.7958, -0.6775, 0.6428], [-6.7109, 0.7567, 2.3347], [-4.6665, 1.9988, 1.7755], [7.5652, -3.7252, -0.6018], [6.2446, -4.0295, 0.0410], [5.7590, -5.3262, -0.0164], [4.5267, -5.6343, 0.5280], [3.8067, -4.6593, 1.1823], [4.2838, -3.3471, 1.2739], [3.4691, -2.4313, 1.9183], [3.8204, -1.3929, 2.7412], [5.0329, -1.3925, 3.4410], [5.3580, -0.3552, 4.2904], [4.4868, 0.7096, 4.4688], [3.2856, 0.7200, 3.7857], [2.9288, -0.3161, 2.9333], [1.5991, -0.2381, 2.2289], [1.0385, 0.8752, 2.1620], [1.1176, -1.3029, 1.7609], [5.4990, -3.0162, 0.6474], [5.9972, -1.6039, 0.5394], [8.0593, -4.6449, -0.9041], [8.2199, -3.1882, 0.0802], [7.4339, -3.1062, -1.4883], [6.3447, -6.0910, -0.5046], [4.1414, -6.6397, 0.4439], [2.8593, -4.8947, 1.6449], [2.4636, -2.4443, 1.7175], [5.6983, -2.2360, 3.3225], [6.2967, -0.3780, 4.8283], [4.7375, 1.5169, 5.1427], [2.5911, 1.5399, 3.8912], [5.2250, -0.8863, 0.7939], [6.3119, -1.4115, -0.4866], [6.8541, -1.4266, 1.1920], [2.3068, 4.6633, 0.8462], [1.3591, 3.7071, 0.0869], [0.6696, 2.9469, -0.4648], [2.1891, 5.7811, 0.4084], [3.4135, 4.2194, 0.6850], [1.9677, 4.6147, 2.0068]],
  "forces_ev_per_a": [[-0.1, -0.3, 0.0], [-0.7, -0.2, 0.2], [0.4, -0.3, -0.7], [-0.2, -0.1, 0.6], [-0.2, 0.7, 0.1], [0.6, -0.5, 0.7], [0.1, -0.1, -0.3], [0.0, 0.1, -0.2], [-0.1, 0.1, 0.0], [-0.1, 0.0, 0.0], [0.0, -0.1, -0.5], [0.1, -0.1, -0.2], [-0.8, -0.2, 0.4], [0.6, 0.1, 0.1], [0.0, 0.6, -0.4], [0.5, -0.2, -0.5], [0.0, -0.1, -0.3], [0.1, -0.1, 0.2], [0.1, 0.2, 0.0], [0.3, 0.0, 0.1], [-0.1, 0.2, 0.0], [-0.2, -0.1, -0.1], [0.3, 0.0, 0.0], [-0.2, -0.1, -0.2], [0.0, -0.2, 0.3], [0.1, -0.2, 0.0], [0.0, -0.1, 0.0], [0.0, 0.0, -0.1], [-0.1, 0.0, 0.0], [-0.1, -0.2, -0.2], [-0.2, 0.2, -0.1], [0.0, 0.0, 0.3], [0.2, -0.1, -0.1], [-0.2, -0.1, 0.0], [0.1, 0.1, 0.2], [-0.1, 0.0, -0.1], [0.1, 0.1, 0.1], [-0.1, -0.2, 0.0], [0.1, 0.2, 0.7], [-0.5, 0.2, -0.5], [0.2, -0.1, 0.1], [0.0, -0.1, 0.1], [-0.1, 0.0, -0.1], [0.0, 0.1, 0.2], [0.3, -0.3, 0.1], [-0.4, 1.0, 0.2], [0.1, -0.2, 0.0], [0.0, -0.2, 0.1], [0.0, 0.1, -0.1], [0.0, 0.0, -0.1], [-0.1, 0.1, -0.1], [0.1, -0.2, 0.0], [0.2, -0.2, 0.0], [0.1, 0.1, 0.0], [-0.1, -0.1, 0.0], [-0.1, 0.0, 0.0], [-0.1, 0.0, 0.1], [0.1, 0.1, -0.1], [0.2, 0.0, 0.1], [0.0, 0.1, 0.1], [-0.1, 0.1, 0.0], [0.0, 0.0, 0.0], [0.1, 0.0, 0.0], [0.1, 0.0, 0.0], [0.0, 0.0, -0.1], [0.0, 0.0, 0.0], [-0.1, 0.0, 0.0], [-0.1, 0.0, 0.0], [0.0, 0.0, -0.1], [0.0, -0.1, 0.1], [0.0, 0.0, 0.1], [0.0, 0.0, 0.1], [0.0, 0.0, 0.0], [0.0, -0.2, 0.0], [0.0, 0.0, 0.0], [-0.1, 0.0, 0.0], [0.0, 0.0, 0.1], [0.4, -0.4, -0.2], [-0.6, 0.1, -0.2], [0.0, 0.2, 0.4], [0.0, -0.1, 0.0], [0.0, 0.0, 0.0], [0.0, 0.1, 0.1], [0.0, 0.0, 0.0], [-0.1, 0.0, -0.1], [0.3, -0.5, 0.3], [-0.3, 0.8, -0.2], [-0.1, -0.1, 0.0], [-0.1, 0.1, 0.1], [-0.1, 0.0, 0.0], [0.1, -0.1, 0.0], [0.1, 0.1, 0.0], [0.1, 0.1, -0.1], [0.1, -0.1, -0.1], [-0.1, -0.1, 0.1], [-0.1, 0.0, 0.1], [0.3, 0.0, 0.0], [0.1, 0.0, 0.0], [0.1, 0.0, 0.0], [0.0, 0.1, 0.0], [0.0, 0.1, 0.0], [0.1, 0.1, 0.0], [0.0, 0.1, 0.0], [0.0, 0.1, 0.0], [0.2, 0.3, 0.2], [-0.5, -0.6, -0.5], [0.5, 0.8, 0.2], [0.0, 0.1, -0.1], [0.2, 0.0, 0.0], [0.0, 0.0, 0.1]]
}